No. 1
DFT (ωB97M-V/def2-TZVPD) results for C31H41Cl3N3O7P2Pd as an isolated structure in a non-equilibrium geometry.

Geometry as XYZ:
```
88
Properties=species:S:1:pos:R:3:forces:R:3
Pd 1.273 -1.136 0.622 1.1474 0.3395 -0.3347
Cl 5.596 0.162 6.399 -0.5774 -0.1498 -0.8086
C 4.821 0.006 4.876 1.8537 2.3437 -1.7092
C 3.698 -0.871 4.712 2.0130 1.1444 1.2951
C 3.202 -0.935 3.499 -0.7993 -0.1111 -4.3837
Cl 1.895 -2.046 3.136 -0.1160 0.1969 0.0992
C 3.773 -0.301 2.215 0.7388 -0.2534 3.7778
O 3.325 -0.467 1.101 -1.3772 -0.5144 -1.8163
C 4.968 0.489 2.403 1.3095 1.4321 3.6096
Cl 5.766 1.072 1.055 0.2905 0.3648 -0.9534
C 5.460 0.864 3.697 -2.5611 -3.7132 0.8294
H 3.333 -1.492 5.511 -0.0163 0.0839 0.3091
H 6.336 1.521 3.933 -1.0374 -0.7641 -0.4613
C -4.445 -2.768 -0.782 -0.8415 -0.7891 -0.0158
C -3.900 -1.689 0.106 -0.3734 -0.1034 1.5888
C -4.947 -1.063 1.080 2.7986 1.2373 0.3115
O -2.924 -2.456 0.997 -0.4503 0.3327 -0.3187
P -1.491 -2.036 1.386 -0.6205 -0.4319 0.2422
O -0.625 -1.730 0.201 -0.5566 -0.0936 -1.0365
C -1.525 -0.613 2.514 -0.7693 0.2792 0.1324
P -0.908 0.963 1.813 -1.4560 -0.1505 1.6861
O 0.293 0.687 1.010 1.5563 0.1385 -0.7795
O -0.491 1.985 2.917 -0.6323 -0.5012 0.5696
C -1.207 2.482 4.173 -0.3088 0.2356 -0.8772
C -1.193 1.429 5.291 0.1606 0.1385 -0.7989
C -0.357 3.709 4.522 -0.1527 -0.6783 -2.8465
O -2.164 1.467 1.036 -0.0889 -0.6694 0.1951
C -2.238 2.572 0.102 0.1111 -1.2970 -2.4371
C -2.564 3.793 0.814 -0.0029 3.3241 1.0221
C -0.945 2.697 -0.705 0.3495 -1.6489 1.1985
O -0.854 -3.208 2.157 0.3031 -0.5787 1.0274
C -1.266 -4.658 2.455 -0.3705 0.8544 0.3645
C -2.458 -4.638 3.430 1.6248 -0.0021 0.3113
C -0.007 -5.485 2.812 -0.6789 1.6744 -1.7620
H -5.322 -2.489 -1.407 0.8816 0.0998 0.2776
H -4.792 -3.579 -0.144 -0.4843 0.1554 0.4245
H -3.689 -3.332 -1.316 0.3311 0.6133 -0.6806
H -3.319 -0.912 -0.381 0.0151 0.0028 -0.2411
H -5.369 -1.805 1.732 -0.3963 -0.2682 0.0969
H -5.645 -0.492 0.527 -1.1533 0.0959 -0.6891
H -4.453 -0.229 1.707 -0.4710 -1.4631 -0.7185
H -0.885 -0.919 3.322 0.5973 0.0738 0.4617
H -2.528 -0.529 2.991 0.5253 0.0672 -0.5387
H -2.233 2.787 3.856 0.6985 -0.3910 0.2161
H -0.162 1.107 5.395 0.3008 0.1217 0.3893
H -1.754 0.490 5.125 -0.1962 0.7889 -0.0294
H -1.529 1.953 6.192 0.0394 -0.4482 -0.0584
H 0.681 3.326 4.508 -0.3606 0.7355 0.3262
H -0.695 4.069 5.436 -0.1574 0.7702 1.8599
H -0.520 4.529 3.746 0.4566 -1.1595 0.9697
H -3.040 2.280 -0.645 0.6067 0.2248 1.1497
H -1.679 4.218 1.389 -1.0485 -1.0287 -0.0539
H -3.494 3.709 1.420 0.8064 0.1257 -0.2430
H -2.689 4.668 0.123 -0.3745 -0.9982 0.1719
H -0.145 2.961 -0.011 0.1653 0.0867 -0.0413
H -1.097 3.540 -1.324 0.0955 0.5322 -1.2905
H -0.626 1.712 -1.175 -0.6260 1.4620 0.1243
H -1.605 -4.977 1.488 -0.2368 -0.3745 -0.4092
H -2.196 -4.256 4.417 0.1161 0.9127 -0.2292
H -2.584 -5.642 3.752 -0.6706 -1.3485 -0.3259
H -3.376 -4.221 3.032 0.0902 0.0370 -0.0449
H 0.509 -5.183 3.696 0.1922 0.3597 0.6750
H 0.681 -5.419 1.927 -0.5383 -0.3588 0.9173
H -0.396 -6.466 2.945 0.0707 -1.0351 0.0012
N 1.095 0.924 -6.399 -0.7830 -0.3507 -0.8010
C 1.537 1.366 -7.617 1.6667 -0.4593 3.5693
C 0.880 1.640 -8.802 -1.8644 0.6511 -0.7208
C 1.584 2.044 -9.877 2.5175 -0.1142 1.4422
C 2.983 2.334 -9.703 1.6342 -1.2488 2.8792
C 3.728 2.030 -8.479 -1.9402 -0.9434 1.7230
C 2.980 1.481 -7.381 -0.0437 0.0605 -2.2121
N 3.289 0.938 -6.135 -0.4280 0.2596 1.4014
C 2.151 0.637 -5.515 1.8420 1.6413 -3.7129
C 1.897 0.207 -4.154 0.8887 0.6179 -0.7501
C 0.793 -0.459 -3.791 -2.3184 -1.6146 -1.3949
C 0.564 -0.863 -2.500 -1.1234 -0.2481 1.5523
N 1.415 -0.541 -1.534 1.8206 0.7465 -0.2840
C 2.560 0.171 -1.887 -1.7090 -1.6792 1.1718
C 2.783 0.530 -3.179 2.8206 1.5102 0.5880
H 0.178 0.613 -6.143 -0.6600 0.2612 -0.4166
H -0.198 1.644 -8.790 -0.2369 -0.5238 -0.3711
H 1.327 2.043 -10.875 -1.6076 0.4670 -1.7806
H 3.655 2.691 -10.445 -0.1869 0.4026 -1.0781
H 4.801 2.163 -8.344 -0.2647 0.1610 -0.4655
H 0.119 -0.795 -4.582 -0.1583 0.0153 0.4416
H -0.363 -1.404 -2.173 1.1035 0.4795 -0.5046
H 3.263 0.301 -1.073 -0.0042 0.3609 -0.1723
H 3.703 1.099 -3.430 -0.7098 -0.5140 0.1980
```
Positions in Å, forces in eV/Å.

Computed properties:
Gap between HOMO and LUMO (alpha / beta), Eh: 0.26638 / 0.20098
Highest occupied orbital energy (alpha / beta), eV: -15.234 / -16.361
Energy, eV: -111216.2245
Net charge: +3
Multiplicity: 5
Relative energy (zero: lowest compared OMol25 entry of this formula, charge and spin), kJ/mol: 205.3

Atom charges from the Löwdin analysis, given in e for atoms 1 to 5: 1.07, 0.80, -0.55, -0.13, -0.50

No. 2
DFT (ωB97M-V/def2-TZVPD) results for a 3-piece molecular cluster, C31H41ClF16N3O5S overall in a non-equilibrium geometry.

Geometry as XYZ:
```
98
Properties=species:S:1:pos:R:3:forces:R:3
C -4.215 4.700 6.014 -0.0116 -0.0702 0.0990
C -3.604 3.547 6.828 -0.0260 0.1437 -0.0417
C -4.550 2.357 6.991 -0.1078 0.0994 -0.1538
C -5.056 1.782 5.665 0.0375 -0.2113 0.0326
C -3.943 1.376 4.693 0.1117 0.1070 0.0519
C -3.036 0.247 5.237 -0.3353 -0.1227 -0.1075
C -2.792 -0.915 4.247 -0.0196 0.3293 0.1258
C -1.512 -0.734 3.410 -0.6282 -0.7312 0.4265
C -0.497 -1.880 3.470 0.2487 0.1773 -0.1121
C 0.191 -1.922 2.079 0.3965 -0.0285 0.4809
C -0.387 -0.749 1.296 -0.0603 -0.2918 -0.5270
C 0.384 0.553 1.388 -0.0717 0.1229 -0.0832
C 1.196 0.864 2.466 0.0712 -0.2302 0.2335
C 1.951 2.027 2.425 -0.0293 0.1544 -0.1088
C 1.836 2.838 1.311 0.2382 0.1953 0.0711
C 0.982 2.458 0.284 0.1349 0.1480 -0.0134
N 0.275 1.338 0.313 -0.1271 -0.2739 0.0548
N -1.781 -0.616 1.908 0.1433 0.5302 0.5330
C -2.572 0.603 1.571 0.1061 0.4560 -0.2020
C -2.761 0.966 0.088 -0.2502 -0.2259 0.1466
C -2.746 2.494 -0.051 -0.0236 -0.0324 -0.2506
C -4.139 3.113 0.194 0.2792 -0.0563 -0.1219
S -3.952 4.590 1.179 0.1318 0.0164 -0.0605
O -3.133 4.274 2.314 -0.1188 0.0141 -0.0795
O -3.643 5.693 0.330 0.0123 -0.1502 0.1917
Cl -5.839 4.827 1.865 -0.1018 0.0646 0.0400
O -2.449 -1.870 1.569 -0.2217 -0.0776 -0.4425
C -3.659 -1.734 1.090 0.3288 0.0869 0.1933
N -4.722 -1.612 0.671 -0.0592 -0.0955 0.0218
H -3.857 5.664 6.377 0.0461 -0.0287 -0.0995
H -3.974 4.634 4.950 -0.0720 -0.0218 0.0425
H -5.305 4.708 6.112 0.0606 0.0278 0.0022
H -3.334 3.919 7.819 -0.0009 -0.1033 -0.0096
H -2.666 3.228 6.358 -0.0230 0.0155 0.0834
H -4.075 1.565 7.579 0.0296 0.0892 0.0009
H -5.421 2.692 7.564 0.0729 -0.0983 0.0130
H -5.669 0.895 5.870 0.0097 0.1064 -0.0048
H -5.717 2.500 5.170 0.1022 0.0049 0.0155
H -4.419 1.052 3.762 -0.0552 0.0050 0.0756
H -3.351 2.265 4.448 -0.0223 -0.0844 -0.1107
H -2.074 0.658 5.560 -0.0543 -0.0771 0.1523
H -3.517 -0.177 6.123 0.1111 0.0498 -0.0371
H -2.730 -1.861 4.789 0.1358 0.0682 -0.0739
H -3.681 -1.002 3.613 0.0984 -0.1130 -0.0162
H -1.048 0.202 3.716 0.0490 0.1123 -0.4625
H -0.972 -2.825 3.724 -0.0449 0.0614 -0.0767
H 0.233 -1.655 4.250 -0.1108 -0.1201 0.0312
H 1.269 -1.807 2.192 -0.0586 0.0182 -0.1936
H 0.038 -2.873 1.572 -0.1992 0.0987 -0.0067
H -0.532 -0.954 0.234 -0.0305 -0.0414 0.1249
H 1.281 0.187 3.309 0.0371 0.0805 -0.0441
H 2.633 2.283 3.226 -0.0779 -0.0293 0.0052
H 2.420 3.745 1.216 -0.0642 -0.0410 0.0313
H 0.883 3.077 -0.600 -0.0262 -0.0401 -0.0044
H -3.521 0.523 2.096 0.0767 -0.0906 -0.0106
H -2.004 1.392 2.074 -0.0454 -0.0863 -0.0161
H -1.998 0.519 -0.546 0.1144 0.1117 0.1294
H -3.721 0.570 -0.249 0.1116 0.0324 -0.0606
H -2.028 2.910 0.658 0.0266 0.0045 -0.0679
H -2.389 2.770 -1.044 -0.1180 -0.0207 0.0643
H -4.810 2.448 0.740 0.0606 0.0736 0.0182
H -4.609 3.421 -0.741 -0.1181 -0.0223 0.1515
C 3.698 -3.329 -0.781 -0.0273 -0.3900 0.2395
C 3.699 -3.012 -2.281 -0.0630 0.0981 -0.0154
C 5.050 -2.711 -2.937 0.0075 -0.0891 -0.0625
F 5.598 -1.603 -2.403 -0.0196 0.0488 0.0227
F 4.842 -2.494 -4.255 0.0017 0.0818 0.0631
F 2.824 -2.017 -2.545 0.0288 -0.0141 0.0105
F 3.249 -4.141 -2.897 -0.0094 -0.0205 0.0030
O 3.338 -2.265 0.086 -0.0755 0.3494 -0.3237
C 4.266 -1.424 0.630 0.0332 -0.1216 0.1215
C 3.974 0.038 0.271 -0.0956 0.1654 -0.1104
F 4.015 0.222 -1.061 0.0599 -0.0570 -0.0083
F 4.898 0.836 0.848 -0.0047 -0.0587 0.0165
F 5.523 -1.769 0.330 -0.0390 0.0084 0.0044
F 4.129 -1.500 1.982 0.0499 -0.0327 0.1016
H 2.902 -4.061 -0.656 0.0051 0.0004 0.0207
H 4.629 -3.806 -0.474 0.0656 0.1046 -0.0755
H 5.736 -3.554 -2.823 0.0045 0.0030 0.0063
H 2.985 0.315 0.640 -0.0032 -0.0567 -0.0240
C 2.575 -2.585 -8.345 -0.4102 0.2179 0.1661
C 3.625 -3.519 -7.730 0.0420 -0.0734 -0.1471
C 4.957 -2.898 -7.301 0.0304 -0.0324 -0.0245
F 5.617 -2.397 -8.364 -0.0024 -0.0280 -0.0393
F 5.721 -3.866 -6.745 0.0239 0.0233 0.0092
F 3.845 -4.576 -8.533 0.0009 0.0238 0.0265
F 3.069 -3.982 -6.566 -0.0248 0.0087 0.0429
O 2.470 -2.587 -9.752 0.3985 -0.3367 -0.1041
C 3.180 -1.722 -10.537 -0.1874 0.1328 0.0102
C 4.050 -2.469 -11.559 -0.0394 -0.0053 -0.0076
F 4.938 -3.256 -10.925 0.0255 0.0030 0.0451
F 4.726 -1.560 -12.293 -0.0027 -0.0188 0.0031
F 3.910 -0.855 -9.813 0.0260 -0.0251 -0.0068
F 2.290 -0.997 -11.254 -0.0053 0.0968 0.0187
H 1.622 -2.986 -8.003 -0.0036 0.0083 -0.0162
H 2.668 -1.575 -7.943 0.1379 -0.0213 -0.0114
H 4.796 -2.106 -6.568 -0.0013 0.0215 0.0049
H 3.420 -3.076 -12.212 0.0044 -0.0047 -0.0042
```
Positions in Å, forces in eV/Å.

Computed properties:
Gap between HOMO and LUMO, Eh: 0.34939
Highest occupied orbital energy, eV: -12.843
Energy, eV: -114348.4388
Net charge: +1

Atom charges from the Löwdin analysis, given in e for atoms 1 to 5: -0.10, -0.26, -0.22, -0.21, -0.20

No. 3
DFT (ωB97M-V/def2-TZVPD) results for C31H41IrNOPSbSi as an isolated structure in a non-equilibrium geometry.

Geometry as XYZ:
```
78
Properties=species:S:1:pos:R:3:forces:R:3
Ir 1.258 -0.203 -0.500 1.2860 -1.9244 -1.2804
Si 1.152 0.222 -2.831 0.0443 0.6157 -1.4003
P 3.650 -0.027 -0.553 0.5762 -0.2478 0.4407
N 1.341 1.218 0.697 -0.1665 1.6437 1.2174
H 0.112 -0.378 -1.691 -0.0397 -0.1489 0.2791
C 4.384 -0.306 1.109 0.4260 0.0265 -0.0536
H 5.408 0.103 1.146 -0.2829 -0.1230 -0.0183
H 4.429 -1.375 1.354 -0.2047 0.2855 -0.1387
H 3.772 0.204 1.866 0.0746 -0.1687 -0.2892
C 4.634 -1.059 -1.696 0.4520 0.0242 0.0305
H 5.675 -0.691 -1.723 -0.3385 -0.1891 -0.0629
H 4.207 -1.004 -2.708 0.1324 0.0020 0.2874
H 4.640 -2.108 -1.364 -0.1212 0.3428 -0.0971
C 4.226 1.666 -0.940 0.0868 -0.0891 0.0148
H 5.326 1.679 -0.994 -0.3286 0.0499 0.0006
H 3.892 2.357 -0.157 0.0484 -0.1698 -0.1646
H 3.802 1.987 -1.898 0.1472 -0.0179 0.1764
C 1.173 -1.404 -3.790 0.1010 0.3314 -0.5223
H 0.431 -2.121 -3.414 0.1949 0.2375 -0.0404
H 2.163 -1.872 -3.758 -0.2114 0.0022 -0.0692
H 0.920 -1.141 -4.829 0.1773 -0.3596 0.1724
H -0.107 0.969 -3.210 0.4554 0.0144 -0.2953
H 2.300 1.123 -3.227 -0.2516 -0.3170 -0.0232
C 1.197 2.531 0.848 -0.1845 0.5432 0.2792
C 0.763 4.418 2.341 0.1968 -0.1905 -0.5107
C 1.015 3.066 2.168 -0.0098 -0.0035 -0.4597
C 1.155 3.416 -0.274 -0.0672 0.0026 0.3125
C 0.948 4.770 -0.073 0.0742 0.1057 -0.1069
C 0.752 5.271 1.214 -0.1245 0.2233 0.6560
H 0.586 4.810 3.341 0.0512 -0.0044 -0.2445
H 1.043 2.342 2.985 -0.0745 0.3434 -0.1082
H 1.274 2.993 -1.271 -0.0023 0.0846 0.1800
H 0.938 5.462 -0.922 -0.0230 -0.3141 0.2834
H 0.585 6.345 1.365 0.0510 -0.4900 -0.1235
C 1.518 -3.130 0.816 0.0304 -1.5813 -0.5139
O 1.490 -1.839 0.920 -0.2652 2.1062 0.8018
C 0.339 -3.888 1.325 0.0868 -0.2262 -0.0408
H 0.391 -4.922 0.963 -0.1996 0.1065 0.1169
H -0.595 -3.423 0.968 0.0445 -0.1729 0.1561
H 0.308 -3.931 2.417 -0.1636 0.0775 0.1219
C 2.422 -3.766 -0.186 -0.1793 -0.1708 0.0867
H 3.437 -3.903 0.205 0.1853 0.0636 -0.1505
H 2.476 -3.142 -1.087 0.0982 -0.0290 -0.1805
H 2.045 -4.759 -0.454 0.1728 0.1038 -0.1173
C -4.063 -4.434 0.336 0.2699 0.3220 0.0661
C -3.362 -4.140 -0.842 -0.1331 0.1564 0.0831
C -2.665 -2.931 -0.972 -0.1349 -0.4541 0.2593
C -2.623 -2.036 0.098 -0.5193 0.7382 0.0733
C -3.375 -2.284 1.248 -0.1063 -0.6244 -0.0138
C -4.070 -3.497 1.378 0.0153 0.0254 -0.1582
Sb -1.360 -0.258 0.033 -1.7535 -0.8864 0.9515
C -2.568 1.015 -1.264 0.2210 0.1402 0.7572
C -2.264 2.375 -1.399 -0.1281 -0.0601 -0.4248
C -2.874 3.123 -2.413 -0.0812 0.0935 -0.0047
C -3.807 2.534 -3.275 0.1521 -0.4947 0.3555
C -4.145 1.182 -3.093 0.2170 0.4965 0.1081
C -3.533 0.434 -2.081 -0.1637 -0.0600 -0.4107
C -1.463 0.425 2.066 -0.8465 0.4542 -0.5005
C -2.324 1.473 2.404 0.1357 -0.0112 0.6737
C -2.380 1.911 3.736 0.0753 -0.0198 0.0242
C -1.595 1.296 4.723 -0.0456 -0.0145 -0.4472
C -0.739 0.246 4.359 -0.2115 0.2897 -0.0535
C -0.660 -0.174 3.027 0.1635 -0.1068 0.3838
H -4.604 -5.383 0.443 0.2763 0.4322 -0.0692
H -3.364 -4.857 -1.666 -0.0168 0.2251 0.2007
H -2.163 -2.703 -1.914 0.0611 -0.1143 0.2518
H -3.426 -1.545 2.050 0.1371 -0.2676 -0.1425
H -4.617 -3.711 2.300 0.1276 0.0986 -0.3306
H -1.533 2.852 -0.745 -0.1171 -0.1025 -0.1517
H -2.616 4.182 -2.535 -0.1016 -0.4461 0.0745
H -4.267 3.112 -4.079 0.1443 -0.1614 0.2869
H -4.885 0.717 -3.742 0.1410 0.0627 0.1408
H -3.807 -0.616 -1.955 0.0932 0.2970 -0.0270
H -2.948 1.950 1.647 0.1311 -0.1110 0.1901
H -3.045 2.739 4.003 0.2383 -0.2995 -0.0766
H -1.645 1.643 5.763 0.0126 -0.1959 -0.4750
H -0.130 -0.243 5.117 -0.0773 0.0957 -0.1695
H 0.044 -0.960 2.748 -0.1301 0.1044 -0.0270
```
Positions in Å, forces in eV/Å.

Computed properties:
Gap between HOMO and LUMO (alpha / beta), Eh: 0.17632 / 0.24125
Highest occupied orbital energy (alpha / beta), eV: -4.231 / -7.787
Energy, eV: -62885.7701
Multiplicity: 6
Relative energy (zero: lowest compared OMol25 entry of this formula, charge and spin), kJ/mol: 36.2

Atom charges from the Löwdin analysis, given in e for atoms 1 to 5: 0.81, 0.31, 0.67, -0.16, -0.20